Record 1
# C4H11O

A 2-piece molecular cluster, C4H11O overall (ωB97M-V with the def2-TZVPD basis set, the OMol25 dataset).

Spin multiplicity: 1
Total charge: -1
Total energy, Eh: -234.198611
Kohn-Sham gap, eV: 5.57
E_LUMO, eV: 3.7724

XYZ file:
```
16
C4H11O (ωB97M-V with the def2-TZVPD basis set)
C 0.805 -1.680 1.954
O 1.521 -2.355 2.849
H 1.436 -0.930 1.382
H -0.030 -1.066 2.397
H 0.304 -2.270 1.131
C -1.574 0.454 -0.492
C -0.315 1.303 -0.592
C 0.780 0.681 -1.437
H -1.379 -0.414 0.145
H -2.456 0.978 -0.137
H -1.813 0.034 -1.475
H -0.607 2.266 -1.030
H 0.139 1.515 0.377
H 1.666 1.305 -1.548
H 0.453 0.479 -2.469
H 1.069 -0.300 -1.053
```


Record 2
# CH6O2

A 2-piece molecular cluster, CH6O2 overall (ωB97M-V with the def2-TZVPD basis set, the OMol25 dataset).

Spin multiplicity: 1
Total charge: 0
Total energy, Eh: -192.150132
Kohn-Sham gap, eV: 11.43
SMILES: CO.O
E_LUMO, eV: 0.7821

XYZ file:
```
9
CH6O2 (ωB97M-V with the def2-TZVPD basis set)
O -1.194 -0.254 -0.081
C -0.719 -1.249 0.851
H -1.511 0.557 0.369
H 0.040 -0.844 1.541
H -0.282 -2.106 0.311
H -1.578 -1.607 1.443
O 1.785 2.209 -1.341
H 2.482 1.645 -1.746
H 0.977 1.649 -1.348
```


Record 3
# C3H9N2

An isolated ion of composition C3H9N2 and charge +1 (ωB97M-V with the def2-TZVPD basis set, the OMol25 dataset).

Spin multiplicity: 1
Total charge: +1
Total energy, Eh: -228.957835
Kohn-Sham gap, eV: 11.76
SMILES: CCNC=[NH2+]
E_LUMO, eV: -3.9706

XYZ file:
```
14
C3H9N2 (ωB97M-V with the def2-TZVPD basis set)
C 1.831 0.175 -1.103
C 0.648 0.880 -0.361
N -0.281 -0.231 0.033
C -1.147 -0.135 0.997
N -2.231 -0.896 1.166
H 1.847 0.537 -2.140
H 1.593 -0.868 -1.207
H 2.795 0.419 -0.646
H 0.067 1.637 -0.873
H 1.150 1.189 0.566
H -0.336 -0.811 -0.795
H -1.048 0.739 1.627
H -2.519 -1.654 0.566
H -2.370 -0.980 2.169
```


Record 4
# C23H31N3O5S

One molecule with the formula C23H31N3O5S (ωB97M-V with the def2-TZVPD basis set, the OMol25 dataset).

Spin multiplicity: 1
Total charge: 0
Total energy, Eh: -1832.972437
Kohn-Sham gap, eV: 8.76
SMILES: CCOC(=O)c1cccc(NS(=O)(=O)c2c(C(=O)N3CCCCCC3)c(C)n(C)c2C)c1
E_LUMO, eV: 0.3442

XYZ file:
```
63
C23H31N3O5S (ωB97M-V with the def2-TZVPD basis set)
C -7.383 0.022 -1.914
C -7.372 0.590 -0.596
H -7.424 1.783 -0.666
H -8.337 0.170 -0.086
O -6.375 0.050 0.046
C -5.340 0.875 0.095
O -5.308 1.784 -0.531
C -4.192 0.495 0.769
C -2.962 1.052 0.603
C -1.797 0.546 1.458
C -2.098 -0.197 2.449
C -3.404 -0.835 2.524
C -4.348 -0.689 1.748
H -5.332 -0.838 2.041
H -3.453 -1.710 3.249
H -1.267 -0.772 3.138
N -0.533 0.989 1.351
S -0.038 1.258 -0.197
O -0.558 2.513 -0.988
O -0.077 0.079 -0.819
C 1.643 1.703 -0.082
C 2.269 2.958 -0.101
N 3.684 2.753 0.136
C 3.774 1.409 0.725
C 2.606 0.916 0.263
C 2.254 -0.553 1.010
O 1.473 -0.804 2.024
N 2.614 -1.519 0.350
C 3.248 -1.680 -0.743
H 3.264 -0.675 -1.193
C 2.858 -2.542 -1.951
C 1.293 -2.736 -2.176
C 0.711 -3.680 -1.080
C 0.665 -3.391 0.331
H 0.049 -2.426 0.451
C 2.131 -2.750 0.919
H 2.827 -3.728 0.436
H 2.049 -2.851 2.237
H 0.222 -3.994 0.996
H -0.473 -3.745 -1.309
H 1.275 -4.760 -1.027
H 0.751 -1.653 -1.634
H 0.989 -3.047 -3.044
H 3.249 -2.496 -2.823
H 3.121 -3.589 -1.739
H 4.546 -1.892 -0.653
C 5.227 0.724 1.068
H 5.133 -0.300 1.494
H 5.600 1.577 1.683
H 5.728 0.822 0.254
C 4.789 3.641 -0.053
H 4.449 4.518 -0.593
H 5.799 3.220 -0.635
H 5.159 3.808 1.091
C 1.994 4.076 -0.688
H 2.425 4.502 -1.524
H 0.793 3.963 -1.073
H 1.935 4.964 -0.037
H 0.165 0.744 1.864
H -2.619 1.771 0.235
H -6.507 0.367 -2.599
H -7.280 -1.069 -1.863
H -8.283 0.278 -2.621
```


Record 5
# C3H3O2S

A 2-piece molecular cluster, C3H3O2S overall (ωB97M-V with the def2-TZVPD basis set, the OMol25 dataset).

Spin multiplicity: 1
Total charge: -1
Total energy, Eh: -664.807085
Kohn-Sham gap, eV: 6.99
E_LUMO, eV: 3.7560

XYZ file:
```
9
C3H3O2S (ωB97M-V with the def2-TZVPD basis set)
C -0.251 0.459 -0.317
C -1.396 0.100 0.371
C 1.755 -0.448 -0.009
O 2.213 -0.283 -1.091
O 1.907 -0.791 1.107
S -2.784 -0.687 -0.238
H 0.338 1.287 0.114
H -0.116 0.134 -1.407
H -1.666 0.229 1.469
```


Record 6
# C4H8O

One molecule with the formula C4H8O (ωB97M-V with the def2-TZVPD basis set, the OMol25 dataset).

Spin multiplicity: 1
Total charge: 0
Total energy, Eh: -232.303080
Kohn-Sham gap (spin up / spin down), eV: 8.14 / 7.93
E_LUMO (spin up / spin down), eV: 0.9467 / 0.8933

XYZ file:
```
13
C4H8O (ωB97M-V with the def2-TZVPD basis set)
C -0.925 -0.560 0.394
C 0.587 -0.405 0.706
C -1.094 0.738 -0.466
C 1.605 -0.741 -0.300
O -1.616 1.820 0.222
H -1.155 -1.479 -0.134
H -1.624 -0.282 1.215
H 0.796 0.055 1.632
H -0.874 0.740 -1.550
H 2.548 -0.279 0.021
H 1.213 -0.401 -1.307
H 1.774 -1.843 -0.430
H -1.235 2.636 -0.004
```


Record 7
# C4H10N2O2

A 2-piece molecular cluster, C4H10N2O2 overall (ωB97M-V with the def2-TZVPD basis set, the OMol25 dataset).

Spin multiplicity: 1
Total charge: 0
Total energy, Eh: -418.139268
Kohn-Sham gap, eV: 4.49
E_LUMO, eV: -4.1482

XYZ file:
```
18
C4H10N2O2 (ωB97M-V with the def2-TZVPD basis set)
O 1.867 1.780 -0.694
C 1.088 1.854 0.248
N 0.561 2.967 0.779
C 0.094 -2.926 -0.425
O 0.010 -1.640 0.019
C 0.543 0.607 0.952
N -0.842 0.591 0.727
C -1.226 0.654 -0.662
H 0.892 3.742 0.194
H 0.952 -3.053 -1.109
H -0.794 -3.261 -1.003
H 0.170 -3.663 0.399
H 0.953 -0.285 0.391
H 0.815 0.734 1.999
H -1.241 -0.227 1.204
H -0.905 1.627 -1.026
H -2.303 0.583 -0.794
H -0.636 -0.083 -1.201
```


Record 8
# C3H6N2O2S

One molecule with the formula C3H6N2O2S (ωB97M-V with the def2-TZVPD basis set, the OMol25 dataset).

Spin multiplicity: 1
Total charge: 0
Total energy, Eh: -775.943948
Kohn-Sham gap, eV: 9.20
SMILES: C=NOC(=S)N(C)O
E_LUMO, eV: 0.6252

XYZ file:
```
14
C3H6N2O2S (ωB97M-V with the def2-TZVPD basis set)
C -0.403 1.538 0.221
C -0.896 -0.882 0.191
C 2.531 -0.909 -0.169
H 0.045 1.690 -0.790
H 0.456 1.289 0.846
H -1.034 2.402 0.599
H -2.951 -0.225 -0.478
H 3.321 -0.754 -0.940
H 2.744 -1.275 0.855
N -1.241 0.396 0.109
N 1.350 -0.731 -0.609
O -2.494 0.689 -0.399
O 0.441 -0.978 0.592
S -1.870 -2.250 -0.028
```


| no. | maximum force (eV Å⁻¹) |
| --- | --- |
| 1 | 1.1 |
| 2 | 1.2 |
| 3 | 2.7 |
| 4 | 13.8 |
| 5 | 2.1 |
| 6 | 3.2 |
| 7 | 2.1 |
| 8 | 2.3 |